# 1
{
  "formula": "H4OS",
  "method": "wB97M-V/def2-TZVPD",
  "smiles": "O.S",
  "max_force_ev_per_a": 1.67,
  "e_tot_ev": -12947.3269,
  "de_lowest_kj_mol": 14.64,
  "elements": ["O", "H", "H", "S", "H", "H"],
  "xyz": [[1.26, -0.16, 1.95], [2.11, 0.25, 1.93], [1.36, -0.74, 2.75], [-0.70, 0.17, -1.21], [-1.74, 0.07, -0.37], [-0.50, -1.17, -1.23]]
}


# 2
{
  "formula": "C3H6O3",
  "method": "wB97M-V/def2-TZVPD",
  "smiles": "C=C(O)O.C=O",
  "max_force_ev_per_a": 2.81,
  "e_tot_ev": -9348.4697,
  "de_lowest_kj_mol": 274.69,
  "elements": ["C", "C", "O", "O", "H", "H", "H", "H", "C", "O", "H", "H"],
  "xyz": [[-1.30, -0.15, 0.51], [-0.38, 0.55, 1.14], [-0.42, 1.96, 1.25], [0.59, 0.02, 1.88], [-2.17, 0.51, 0.18], [-1.23, -1.31, 0.45], [-0.79, 2.38, 0.46], [0.95, 0.74, 2.53], [1.18, -1.17, -2.14], [1.79, -1.93, -1.44], [1.51, -0.15, -2.26], [0.27, -1.46, -2.56]]
}


# 3
{
  "formula": "C14H16F3N4PdS2",
  "method": "wB97M-V/def2-TZVPD",
  "max_force_ev_per_a": 0.15,
  "charge": 1,
  "e_tot_ev": -54034.0600,
  "de_lowest_kj_mol": 0.00,
  "elements": ["Pd", "N", "N", "C", "N", "S", "H", "H", "H", "H", "H", "N", "S", "C", "C", "C", "C", "C", "C", "C", "C", "C", "C", "C", "C", "H", "H", "H", "H", "H", "H", "H", "H", "H", "H", "H", "F", "C", "F", "F"],
  "xyz": [[0.02, 0.44, -0.25], [-0.29, -0.41, 2.24], [-0.52, 0.74, 2.99], [-0.40, 1.99, 2.52], [-0.64, 2.96, 3.41], [0.03, 2.46, 0.95], [-1.12, -0.98, 2.23], [0.50, -0.91, 2.62], [-0.83, 0.62, 3.94], [-0.93, 2.77, 4.35], [-0.67, 3.91, 3.09], [2.11, 0.07, -0.51], [3.14, 1.01, 0.28], [4.77, 0.49, -0.24], [5.86, 0.69, 0.60], [7.13, 0.36, 0.15], [7.29, -0.17, -1.13], [6.20, -0.36, -1.96], [4.92, -0.02, -1.52], [3.19, 0.50, 2.00], [2.99, 1.48, 2.96], [2.96, 1.12, 4.30], [3.10, -0.21, 4.66], [3.29, -1.19, 3.69], [3.34, -0.83, 2.35], [2.40, -0.90, -0.47], [5.73, 1.10, 1.60], [7.98, 0.51, 0.79], [8.28, -0.43, -1.48], [6.33, -0.76, -2.95], [4.06, -0.14, -2.16], [2.87, 2.52, 2.66], [2.82, 1.88, 5.06], [3.07, -0.49, 5.71], [3.42, -2.22, 3.98], [3.51, -1.58, 1.59], [-2.60, 0.57, 0.84], [-1.91, 0.55, -0.32], [-2.40, 1.53, -1.09], [-2.21, -0.63, -0.93]]
}